The following is a DFT calculation (the ωB97M-V functional and the def2-TZVPD basis) of a cluster of 9 separate species, C47H119N9O12 in total.

The geometry in XYZ format:
```
187
Properties=species:S:1:pos:R:3:forces:R:3
C 11.3007 8.5696 -0.3258 2.1 -0.1 0.8
C 9.9388 8.9497 -0.7563 -0.3 -1.2 -0.9
C 8.7516 8.7285 0.2261 1.2 0.4 -1.1
O 8.6300 7.3480 0.5843 -0.6 1.2 0.1
C 7.4264 7.1288 1.3448 1.2 0.2 0.3
N 10.0933 10.3041 -1.2997 -1.0 -0.2 0.8
H 11.9974 8.8330 -1.1217 -0.1 0.0 -0.3
H 11.5571 7.5379 -0.0851 -0.7 -0.1 0.1
H 11.6644 9.1845 0.4974 -0.2 0.1 0.4
H 9.7793 8.3005 -1.6172 -0.6 -0.1 -0.2
H 7.9070 9.1764 -0.2975 -0.7 -0.7 -0.3
H 8.8594 9.4388 1.0458 0.3 -0.4 0.9
H 7.2888 7.9801 2.0114 -0.5 0.2 -0.2
H 7.6111 6.3057 2.0351 -0.1 -0.3 -0.4
H 6.5734 6.9393 0.6931 -0.1 0.1 0.1
H 10.2818 10.8661 -0.4820 0.3 0.6 0.1
H 9.1672 10.5963 -1.5774 -0.2 0.4 -0.4
C 3.5162 -6.7682 -0.9166 0.3 0.1 0.7
C 3.4557 -6.7959 -2.4357 -0.4 0.7 0.0
C 2.3707 -7.6605 -3.1484 -0.7 0.6 0.6
O 2.4688 -9.0428 -2.9290 -1.1 -0.1 0.2
C 3.5182 -9.6075 -3.6370 0.7 0.6 -0.2
N 3.3067 -5.3363 -2.8386 -0.3 -1.7 0.1
H 3.7390 -7.6512 -0.3176 -0.6 -0.7 -0.7
H 2.6555 -6.2548 -0.4879 -0.1 -0.1 -0.1
H 4.3964 -6.1961 -0.6232 0.0 0.6 -0.2
H 4.4371 -7.1047 -2.7958 0.0 -0.5 -0.1
H 2.3337 -7.3778 -4.2005 0.7 -0.3 -0.6
H 1.3198 -7.4766 -2.9250 0.2 0.7 1.0
H 3.4760 -9.2301 -4.6587 0.3 0.0 -0.3
H 3.4698 -10.6951 -3.6900 0.0 0.1 0.5
H 4.3896 -9.2045 -3.1208 0.8 -0.8 -0.5
H 3.3634 -5.3465 -3.8469 0.0 0.4 -0.3
H 4.1505 -4.8971 -2.4993 0.1 0.3 -0.1
C -4.2123 -3.0600 -7.5964 0.5 0.3 1.4
C -3.6746 -1.8734 -8.4335 -0.7 -1.0 0.9
C -2.1229 -1.9080 -8.5948 -1.3 -1.7 1.0
O -1.4824 -0.9305 -9.3016 -0.3 1.2 -0.3
C -1.4460 0.2759 -8.5421 0.8 0.4 -1.2
N -4.4800 -1.9913 -9.6104 0.6 0.9 -2.5
H -5.2726 -2.8831 -7.4162 -0.1 0.0 -0.1
H -3.8037 -3.1874 -6.5939 0.4 0.1 0.1
H -4.1354 -4.0223 -8.1025 0.2 0.1 -0.3
H -3.9970 -0.9404 -7.9712 0.3 0.1 0.4
H -1.8332 -2.8968 -8.9505 -0.1 0.0 -0.7
H -1.7219 -1.9458 -7.5819 -0.1 0.2 0.5
H -0.9363 0.9955 -9.1828 0.2 0.0 0.1
H -0.8461 0.1087 -7.6476 -0.2 0.1 0.3
H -2.4067 0.7517 -8.3451 -0.3 -0.5 0.3
H -5.4501 -2.2143 -9.4390 0.2 0.0 0.2
H -4.0846 -2.6815 -10.2327 -0.2 -0.1 -0.2
C 0.2383 7.3649 -1.2774 0.6 -0.8 -1.5
C 0.0633 8.8995 -1.4072 0.1 -0.9 1.7
C -0.0936 9.4844 0.0316 -0.1 -0.8 0.7
O 0.9233 9.0258 0.9320 0.7 -0.1 -0.2
C 0.7904 9.5030 2.2865 0.2 0.3 -1.8
N 1.0899 9.5524 -2.2268 -0.6 0.3 0.7
H 1.2377 6.9568 -1.1267 0.3 0.7 0.8
H 0.1101 6.9825 -2.2900 -0.5 -0.1 -0.3
H -0.4456 6.7713 -0.6708 -0.2 0.6 0.3
H -0.9292 8.9671 -1.8528 0.0 0.6 -0.2
H -0.9772 9.0405 0.4901 -0.7 0.0 -0.5
H -0.2457 10.5615 0.1016 0.4 0.3 -0.3
H -0.2137 9.3222 2.6701 0.0 -0.1 0.2
H 0.9796 10.5735 2.2072 -0.1 0.2 0.6
H 1.5706 9.0248 2.8788 -0.2 0.0 0.0
H 1.3584 9.0067 -3.0331 -0.1 -0.2 0.0
H 1.9065 9.7085 -1.6532 0.2 -0.1 -0.1
C -1.3685 -0.0288 -1.6165 -1.1 1.6 0.5
C -0.1720 0.4552 -0.8076 1.1 -3.0 -0.2
C -0.4472 1.2542 0.3932 0.0 0.6 2.1
O 0.7979 1.7059 1.0399 -1.5 -0.1 -1.9
C 0.5992 2.7308 1.9824 0.4 -1.1 1.1
N 0.4043 -0.8686 -0.3372 -0.2 1.0 -0.1
H -1.0975 -0.5000 -2.5613 0.0 0.3 0.0
H -1.9882 0.8621 -1.7177 -0.2 0.2 -1.1
H -2.0720 -0.6791 -1.0968 0.6 -0.4 0.4
H 0.4950 1.0516 -1.4301 0.3 -0.2 -0.3
H -0.9581 0.5882 1.0886 -0.1 -0.1 0.4
H -1.1251 2.0946 0.2435 0.2 0.3 -0.4
H 0.1458 3.6792 1.6943 0.2 0.0 -0.8
H 1.6040 2.8361 2.3916 -0.2 0.6 0.2
H -0.0298 2.3411 2.7828 -0.2 0.0 0.3
H 0.6978 -1.4273 -1.1257 0.2 0.0 0.1
H 1.1211 -0.8105 0.3720 0.3 0.2 -0.3
C -5.5160 7.2606 3.4627 0.2 0.0 0.5
O -6.7217 6.7474 2.8721 1.6 -0.4 0.8
C -7.8760 7.4114 3.2622 -1.8 1.0 1.2
C -9.0953 6.5603 2.9454 0.7 -1.0 -1.4
N -9.0723 5.3075 3.7038 -0.4 1.1 -0.1
C -9.8570 4.2087 3.0926 0.7 1.4 0.2
C -9.5441 3.8958 1.6182 -0.4 -1.3 0.3
O -8.7948 2.6891 1.5955 3.1 -0.5 0.0
C -7.3209 2.8303 1.8285 -0.7 1.3 0.1
H -5.5664 7.4697 4.5313 -0.8 -0.2 0.3
H -5.1489 8.2065 3.0645 -0.4 0.1 -0.7
H -4.6892 6.5521 3.4134 -0.4 -0.3 -0.6
H -7.8976 8.3833 2.7693 -0.4 0.2 -0.1
H -8.0463 7.5675 4.3274 1.2 0.3 0.6
H -8.8390 6.4007 1.8981 -0.9 -0.5 -0.7
H -10.0950 6.9889 3.0156 0.3 0.6 0.1
H -8.0958 5.2064 3.9408 -0.1 -1.3 -0.2
H -10.9155 4.4363 3.2183 -0.1 0.5 -0.2
H -9.7550 3.3364 3.7381 0.4 -0.2 -0.4
H -9.1716 4.6675 0.9446 0.8 0.3 0.6
H -10.4450 3.6400 1.0605 -0.4 -0.3 0.4
H -6.7775 2.0006 2.2807 -1.0 -0.8 -0.5
H -7.0176 3.6049 2.5329 -0.9 0.5 0.4
H -6.7802 3.1860 0.9514 -0.3 -0.5 -0.6
C 3.7467 -0.3267 7.7771 -0.6 0.5 -1.5
O 2.4034 -0.7397 7.2790 2.0 0.0 1.0
C 2.5968 -2.0062 6.6307 -1.9 -0.4 -0.3
C 1.4036 -2.3909 5.7542 -1.5 0.8 0.9
N 0.1420 -2.7641 6.5811 2.4 0.7 -2.2
C -1.0115 -3.1470 5.7601 0.0 -1.9 3.2
C -2.0542 -3.6774 6.8465 -0.5 0.9 -1.7
O -2.6310 -2.5335 7.4495 -1.6 0.8 0.1
C -3.8800 -2.1018 6.8743 0.1 -0.3 -0.5
H 4.4037 -0.3927 6.9099 0.3 -0.4 0.0
H 4.2021 -0.8539 8.6154 -0.6 -0.5 0.0
H 3.8364 0.7375 7.9949 -1.0 0.1 0.3
H 2.5366 -2.8367 7.3341 1.4 0.0 0.5
H 3.4354 -1.8755 5.9467 0.4 -0.7 0.3
H 1.6148 -3.2303 5.0916 0.3 -0.3 0.4
H 1.3523 -1.5466 5.0668 -1.1 0.4 -0.2
H -0.0324 -2.1193 7.3387 -0.2 0.4 -0.3
H -0.6639 -4.0149 5.1996 -0.2 0.1 -0.5
H -1.5342 -2.4328 5.1239 0.3 0.4 0.0
H -1.7151 -4.3027 7.6723 0.8 0.1 -0.4
H -2.8312 -4.2413 6.3304 -0.2 -0.2 -0.1
H -4.2484 -1.1813 7.3272 0.4 -0.2 0.3
H -4.6870 -2.8345 6.8836 0.1 -0.5 0.9
H -3.8754 -1.9243 5.7989 0.9 0.3 -0.3
C 10.7729 4.4730 -4.8510 -1.0 -1.0 1.8
O 9.5382 4.2416 -4.1125 0.2 -1.6 0.9
C 9.2536 2.7984 -3.7753 -0.4 0.7 -1.8
C 7.9759 2.7300 -2.9900 -1.6 1.0 -0.3
N 7.1139 1.5447 -3.3163 1.4 0.4 0.9
C 6.2669 1.0699 -2.2185 -0.3 -0.5 1.7
C 6.8597 0.6360 -0.7857 0.3 1.0 -2.2
O 7.5423 -0.5855 -0.8969 -1.1 -0.7 1.8
C 8.7493 -0.5194 -1.5689 0.2 1.0 -0.8
H 10.6918 4.0231 -5.8405 0.3 0.1 -0.1
H 11.5073 3.9922 -4.2048 0.7 0.0 -0.6
H 10.9695 5.5451 -4.8584 -0.3 -0.1 -0.2
H 9.8610 2.0773 -3.2284 1.7 1.1 0.3
H 9.1782 2.3033 -4.7434 -0.5 0.0 -0.2
H 7.3977 3.6243 -3.2225 -0.1 0.3 -0.2
H 8.1912 2.9068 -1.9362 0.0 -0.8 0.2
H 6.4862 1.9044 -4.0211 -0.1 -0.3 -0.2
H 5.7977 0.1305 -2.5108 -0.2 0.1 -0.4
H 5.4881 1.8037 -2.0107 -0.3 0.1 0.2
H 6.0580 0.5705 -0.0502 -0.2 -0.5 -0.4
H 7.4812 1.4390 -0.3895 0.6 0.0 0.0
H 8.4808 -0.3897 -2.6173 0.8 -0.1 -0.3
H 9.4053 -1.3734 -1.4004 -0.5 -0.2 0.1
H 9.2755 0.3713 -1.2257 0.4 0.2 -0.1
C -4.8090 -6.8312 0.9680 -0.1 0.4 0.5
C -5.7308 -8.0434 0.7007 -0.4 0.6 -1.1
C -5.1537 -8.7475 -0.6293 0.6 -0.4 1.1
C -5.5326 -10.1888 -0.6664 -0.4 -0.1 -0.2
C -5.1811 -10.8685 0.6543 -1.9 -0.1 -1.1
C -5.9800 -10.3864 1.8895 1.9 1.4 0.1
N -5.8125 -8.8763 1.9452 3.6 -2.6 -2.2
O -6.4090 -8.3362 3.0323 -0.9 0.6 0.1
C -7.4710 -10.7252 1.8869 0.4 -1.1 -0.8
C -5.1997 -11.0601 3.0925 0.0 1.4 -0.1
C -7.1666 -7.5214 0.3029 0.2 0.5 -1.3
H -5.4075 -6.1263 1.5450 0.4 0.2 0.2
H -4.3779 -6.3034 0.1173 -0.9 -0.1 -0.7
H -3.8608 -7.0321 1.4668 -0.4 -0.7 0.7
H -5.5031 -8.3130 -1.5659 -0.3 0.7 0.4
H -4.0707 -8.7507 -0.7529 0.3 0.6 0.8
H -4.9725 -10.7257 -1.4320 -0.1 0.1 -0.3
H -6.5659 -10.1358 -1.0094 -0.5 -1.0 0.5
H -4.0952 -10.7782 0.6821 0.0 0.0 0.9
H -5.4656 -11.9111 0.5125 0.4 -0.3 0.3
H -7.7092 -11.2105 2.8334 -0.6 0.3 -0.1
H -8.1466 -9.9334 1.5634 0.1 0.4 0.6
H -7.6373 -11.4321 1.0741 -0.1 -0.5 0.2
H -4.7627 -12.0390 2.8953 -0.7 -0.3 -0.2
H -4.3102 -10.4521 3.2580 0.0 0.3 0.0
H -5.7588 -11.0170 4.0272 -0.1 -0.3 -0.1
H -7.1664 -6.4560 0.0728 0.2 0.3 0.7
H -8.0473 -7.7181 0.9143 0.4 -0.1 0.5
H -7.4451 -7.8420 -0.7010 0.0 -0.8 0.0
H -7.3227 -8.5459 2.8257 -1.0 0.4 0.8
```
Positions in Å, forces in eV/Å.

Summary:
Highest occupied orbital energy (eV): -7.91
Energy (a.u.): -3257.19695
Multiplicity: 1
Lowest unoccupied orbital energy (Ha): 0.0074

The following is a DFT calculation (the ωB97M-V functional and the def2-TZVPD basis) of a structure of composition C8H10O5Sn.

The geometry in XYZ format:
```
24
Properties=species:S:1:pos:R:3:forces:R:3
Sn 0.4198 0.3313 -0.8066 -0.6 0.1 0.9
O -0.7826 -2.2612 -2.3526 1.4 3.3 1.9
C -0.3911 -1.3715 -1.7219 -2.6 -5.3 -2.1
C 0.8995 1.7417 0.7186 1.0 3.3 4.6
O 1.2046 2.5143 1.5245 -0.9 -2.2 -2.8
C -1.4160 1.3051 -1.0321 -4.2 2.2 -0.5
O -2.3874 1.8977 -1.2657 2.7 -1.7 0.6
C 2.0885 -0.8193 -0.2319 5.2 -3.6 1.8
O 3.0070 -1.4347 0.0858 -3.3 2.2 -1.1
C 1.1440 0.6834 -2.8027 0.1 -0.4 -1.0
H 1.8102 -0.1719 -2.9981 -0.2 0.7 -0.4
H 0.2234 0.8067 -3.3937 0.8 0.0 -0.2
C 1.5936 1.7614 -1.9339 0.7 1.0 -0.1
H 1.0094 2.6934 -1.8675 0.6 -0.3 -0.4
H 2.5945 1.7140 -1.4734 -0.4 0.4 -0.6
C -1.5981 -1.6003 2.7726 -1.1 0.1 0.2
C -1.4562 -0.6621 1.6475 1.4 -0.3 0.1
O 0.0000 -0.8375 1.4514 2.5 2.8 -1.9
H -1.2783 -2.5902 2.4857 0.0 -0.2 -0.1
H -2.6300 -1.5943 2.9796 -1.4 -0.5 1.0
H -1.0368 -1.2557 3.6275 0.0 0.1 0.3
H -1.9187 -0.9972 0.7063 0.0 0.0 0.3
H -1.6765 0.3933 1.8234 -0.2 -0.1 0.2
H 0.5772 -0.2466 2.0573 -1.7 -1.5 -0.8
```
Positions in Å, forces in eV/Å.

Summary:
Charge: +2
Highest occupied orbital energy (spin up / spin down) (eV): -15.60 / -14.75
Energy (a.u.): -900.33211
Multiplicity: 1
ΔE to the lowest compared entry with this formula, charge and spin (eV): 7.009
Lowest unoccupied orbital energy (spin up / spin down) (Ha): -0.3524 / -0.3554

The following is a DFT calculation (the ωB97M-V functional and the def2-TZVPD basis) of the molecule C4H13N2.

The geometry in XYZ format:
```
19
Properties=species:S:1:pos:R:3:forces:R:3
C 0.3558 1.3401 0.4709 0.0 0.0 -0.1
N 0.5064 1.4543 1.9173 0.3 0.1 0.1
C 0.0955 -0.1148 0.1311 -0.5 -0.4 -0.1
N 0.0194 -0.2720 -1.3671 0.3 0.4 0.3
C 0.1950 -1.6706 -1.8198 0.0 -0.2 0.4
C -1.1680 -0.6691 0.8219 0.0 0.7 -0.4
H -0.4974 1.9390 0.1510 -0.1 0.0 0.0
H 1.2105 1.6916 -0.1204 0.1 0.0 0.1
H 1.3269 0.9362 2.2200 -0.1 0.0 0.0
H 0.6971 2.4195 2.1616 -0.1 0.0 0.0
H 0.9697 -0.7069 0.4045 0.0 0.0 0.1
H -0.8510 0.1654 -1.7601 0.0 -0.2 0.1
H 0.8347 0.2955 -1.7941 -0.1 0.0 -0.1
H -0.1271 -1.7444 -2.8518 0.1 0.0 -0.1
H 1.2531 -1.9077 -1.6988 0.0 0.0 -0.2
H -0.3718 -2.3428 -1.1799 -0.1 0.0 -0.1
H -1.7101 -1.3499 0.1657 0.1 -0.2 0.2
H -0.9241 -1.1282 1.7776 -0.1 -0.1 -0.1
H -1.8453 0.1705 1.0113 0.1 -0.2 0.1
```
Positions in Å, forces in eV/Å.

Summary:
Highest occupied orbital energy (spin up / spin down) (eV): -3.27 / -9.95
Expectation value of S²: 0.751
Energy (a.u.): -269.57912
Multiplicity: 2
ΔE to the lowest compared entry with this formula, charge and spin (eV): 1.660
Lowest unoccupied orbital energy (spin up / spin down) (Ha): 0.0360 / 0.0288

The following is a DFT calculation (the ωB97M-V functional and the def2-TZVPD basis) of the molecule C21H24O2.

The geometry in XYZ format:
```
47
Properties=species:S:1:pos:R:3:forces:R:3
O -2.1460 0.1608 1.9598 -0.1 -0.1 0.0
C -2.5181 0.6000 0.8926 0.4 0.2 -0.1
C -3.9669 0.6947 0.5686 -0.5 -0.1 0.2
C -4.4908 1.6129 -0.3383 0.2 -0.1 0.1
C -5.8494 1.6390 -0.5949 -0.1 0.1 -0.1
C -6.6995 0.7489 0.0412 0.0 0.0 0.0
C -6.1892 -0.1628 0.9511 -0.1 0.0 0.0
C -4.8341 -0.1840 1.2174 0.1 0.0 0.0
H -4.4188 -0.8842 1.9273 0.0 0.0 0.1
H -6.8497 -0.8536 1.4541 0.0 -0.1 0.0
H -7.7589 0.7708 -0.1680 -0.1 0.0 0.0
H -6.2489 2.3586 -1.2948 0.0 0.1 0.0
H -3.8472 2.3274 -0.8285 0.1 0.0 -0.1
C -1.5447 1.0242 -0.1805 0.2 -0.1 0.0
C -1.6853 0.1704 -1.4479 -0.1 -0.1 0.0
C -1.6838 -1.3371 -1.1756 0.1 0.1 0.1
C -0.5319 -1.8304 -0.2996 0.0 0.1 -0.3
C 0.8459 -1.5795 -0.9085 -0.1 -0.2 0.2
C 1.9806 -1.9585 0.0442 0.0 0.1 -0.1
C 2.1572 -0.9401 1.1848 -0.1 0.0 -0.1
C 2.6386 0.3793 0.6284 -0.3 -0.3 0.3
O 1.8518 1.2504 0.3177 0.0 0.0 0.0
C 4.0991 0.5722 0.4336 0.5 0.3 -0.2
C 4.5292 1.8349 0.0206 -0.1 -0.1 0.0
C 5.8691 2.0958 -0.1843 0.0 0.0 0.0
C 6.8045 1.0930 0.0145 0.0 -0.1 0.0
C 6.3905 -0.1660 0.4187 0.2 0.0 0.0
C 5.0496 -0.4284 0.6317 -0.2 0.1 0.0
H 4.7555 -1.4179 0.9448 -0.1 -0.1 0.0
H 7.1192 -0.9488 0.5710 0.0 -0.1 0.0
H 7.8542 1.2909 -0.1449 0.1 0.0 0.0
H 6.1868 3.0786 -0.4993 0.0 0.1 0.0
H 3.7844 2.6021 -0.1318 0.0 0.0 0.0
H 2.8557 -1.3257 1.9266 0.0 0.0 0.0
H 1.1949 -0.7726 1.6700 0.1 0.1 0.0
H 1.7759 -2.9390 0.4805 0.1 0.0 0.0
H 2.9141 -2.0293 -0.5197 0.0 -0.1 0.0
H 0.9496 -0.5279 -1.1747 0.0 0.0 -0.1
H 0.9405 -2.1643 -1.8272 0.0 0.0 -0.1
H -0.6033 -1.3510 0.6754 0.0 0.0 0.1
H -0.6573 -2.9052 -0.1413 0.0 0.0 0.1
H -2.6228 -1.6038 -0.6824 -0.1 -0.1 -0.1
H -1.6584 -1.8598 -2.1357 -0.1 0.0 0.0
H -0.8675 0.4264 -2.1235 0.0 0.1 0.0
H -2.6210 0.4176 -1.9557 0.1 0.0 -0.1
H -1.7219 2.0710 -0.4340 0.0 0.1 0.0
H -0.5316 0.9499 0.2164 -0.1 0.1 0.1
```
Positions in Å, forces in eV/Å.

Summary:
Highest occupied orbital energy (eV): -9.36
Energy (a.u.): -965.11001
Multiplicity: 1
ΔE to the lowest compared entry with this formula, charge and spin (eV): 0.048
Lowest unoccupied orbital energy (Ha): 0.0101